No. 1
Formula: C2H5NO3
Source: OMol25
Level of theory: wB97M-V/def2-TZVPD

As for the SMILES: O=CNC=O.O. The gap between HOMO and LUMO is 0.3969 Ha. The HOMO energy is -0.3852 Ha. As for the relative energy (zero: lowest compared OMol25 entry of this formula, charge and spin): 0.550 eV. Its max |F| is 1.6 eV/A.

ORCA input file:
```
! wB97M-V def2-TZVPD RIJCOSX def2/J DEFGRID3
* xyz 0 1
O 2.0952 0.4770 0.9275
C 1.0237 -0.0124 0.7138
N -0.0903 0.6592 0.2356
C -0.3136 2.0423 0.0518
O -1.2954 2.4133 -0.5150
H 0.8332 -1.0806 0.8768
H -0.8178 0.0365 -0.0952
H 0.4874 2.6549 0.4733
H -1.4118 -2.5199 -1.0486
H 0.0418 -2.0312 -1.0480
O -0.5524 -2.6390 -0.5722
*
```

***

No. 2
Formula: C29H37N5O7Sr
Source: OMol25
Level of theory: wB97M-V/def2-TZVPD

The gap between HOMO and LUMO is 0.1643 Ha. The HOMO energy is -0.0022 Ha. As for the relative energy (zero: lowest compared OMol25 entry of this formula, charge and spin): 0.000 eV. Its max |F| is 0.6 eV/A.

ORCA input file:
```
! wB97M-V def2-TZVPD RIJCOSX def2/J DEFGRID3
* xyz -2 1
Sr 0.3353 -0.8782 -1.7508
O -1.1994 0.3402 -0.2836
C -2.4538 0.7593 0.1949
C -3.5595 0.0059 -0.6506
O -4.7331 0.2005 -0.3146
O -3.1434 -0.7045 -1.6064
C -2.5596 2.2837 0.0185
C -3.7008 2.9408 -0.4276
C -3.7149 4.3280 -0.5453
C -2.5962 5.0759 -0.2143
C -1.4547 4.4245 0.2383
C -1.4409 3.0454 0.3537
C -2.6034 0.4393 1.6839
C -1.5821 -0.1844 2.3939
C -1.7170 -0.4300 3.7569
C -2.8725 -0.0635 4.4261
C -3.8945 0.5646 3.7222
C -3.7590 0.8201 2.3686
H -0.4113 0.4071 0.3294
H -4.5798 2.3630 -0.6793
H -4.6116 4.8228 -0.9015
H -2.6096 6.1557 -0.3099
H -0.5674 4.9899 0.4974
H -0.5458 2.5475 0.7044
H -0.6546 -0.4703 1.9074
H -0.9000 -0.9007 4.2892
H -2.9754 -0.2537 5.4884
H -4.8030 0.8632 4.2337
H -4.5573 1.3002 1.8214
N -1.4038 -2.8999 -1.0998
N -1.5806 -3.6312 -2.2945
C -0.6479 -3.5019 -3.3493
O -1.0576 -3.8399 -4.4756
O 0.5086 -3.0679 -3.0458
H -1.3581 -3.5227 -0.3034
H -2.1708 -2.2316 -0.9960
H -2.5300 -3.7633 -2.6058
C 2.2453 -1.7967 -5.5849
O 0.9474 -1.2230 -5.7803
C 0.5242 -0.4767 -4.7525
O 1.2664 0.1441 -4.0055
N -0.8332 -0.4944 -4.6802
N -1.4544 0.2594 -3.6696
H 2.4556 -2.3485 -6.4968
H 2.2060 -2.4759 -4.7333
H 2.9923 -1.0204 -5.4262
H -1.3007 -1.2845 -5.1067
H -2.1400 -0.2855 -3.1339
H -1.9174 1.0724 -4.0543
C 2.3419 -3.2424 1.0754
C 1.5600 -2.4057 2.0952
C 1.2822 -3.2373 3.3444
C 2.2772 -1.0972 2.3411
C 3.0325 -0.8980 3.4783
C 3.8095 0.2484 3.6678
C 3.8370 1.1745 2.6252
C 3.0923 1.0403 1.4658
C 3.3066 2.0782 0.3779
C 2.0661 2.9186 0.0637
C 3.8590 1.4452 -0.9041
C 2.1772 -0.0852 1.2769
N 1.3696 -0.2432 0.2491
H 1.7835 -4.1322 0.7622
H 3.2947 -3.5628 1.5104
H 2.5447 -2.6337 0.1935
H 0.6066 -2.1584 1.6165
H 2.2080 -3.6270 3.7804
H 0.6501 -4.0954 3.0950
H 0.7754 -2.6479 4.1122
H 3.0438 -1.6609 4.2542
H 4.3924 0.3932 4.5704
H 4.4823 2.0485 2.7208
H 4.0740 2.7654 0.7589
H 1.2917 2.2699 -0.3446
H 2.3001 3.7092 -0.6592
H 1.6840 3.3865 0.9761
H 3.1548 0.6896 -1.2550
H 4.8185 0.9608 -0.7067
H 3.9981 2.1947 -1.6916
*
```

***

No. 3
Formula: C5H16N2O
Source: OMol25
Level of theory: wB97M-V/def2-TZVPD

The gap between HOMO and LUMO is 0.2865 Ha. The HOMO energy is -0.2586 Ha. As for the relative energy (zero: lowest compared OMol25 entry of this formula, charge and spin): 2.725 eV. Its max |F| is 0.9 eV/A.

ORCA input file:
```
! wB97M-V def2-TZVPD RIJCOSX def2/J DEFGRID3
* xyz 0 1
C -0.4587 -1.4734 0.1377
C -0.7195 0.4474 -0.9492
C -1.6814 -1.3231 1.0211
C -1.3117 1.7601 -0.4250
N -0.6356 -2.3954 -0.9027
O 0.6851 -1.5841 0.7405
H 1.2516 -0.4292 0.9786
H 0.2068 -2.5343 -1.4431
H -1.4426 -2.2384 -1.4877
H 0.0880 0.6196 -1.6758
H -1.4909 -0.0614 -1.5280
H -1.5357 -0.4931 1.7096
H -2.5858 -1.1439 0.4410
H -1.8036 -2.2399 1.6061
H -0.5486 2.4657 -0.0701
H -1.8983 2.3121 -1.1711
H -1.9735 1.5766 0.4275
C 2.8078 0.9435 0.1216
N 1.5382 0.7169 0.8267
H 1.4301 1.2877 1.6572
H 0.7005 0.8226 0.1751
H 3.6476 0.6805 0.7660
H 2.8254 0.3015 -0.7560
H 2.9049 1.9821 -0.2000
*
```

***

Question: Which of these has the highest relative energy (zero: lowest compared OMol25 entry of this formula, charge and spin)?
Answer: C5H16N2O

***

Question: Which of these has the lowest max |F|?
Answer: C29H37N5O7Sr

***

Question: Look up the max |F| of the second one.
Answer: 0.6 eV/A